(1)
The following is a quantum chemistry calculation of C30H29BrN5OPtS as an isolated structure, from OMol25.

Positions of all 68 atoms, in Å:
1 C 2.590 2.827 -5.182
2 C 1.311 2.298 -0.963
3 H -5.343 0.323 5.530
4 N -2.704 -0.119 1.635
5 H -5.309 0.627 -0.306
6 H 4.266 -1.152 2.387
7 O -1.065 -1.806 -0.563
8 H -2.918 0.201 4.842
9 H 0.259 -4.019 -1.247
10 C 1.352 -3.581 0.551
11 H 3.784 -1.686 4.005
12 H -1.910 -1.501 -3.004
13 C -2.358 -0.153 2.902
14 H 1.190 5.879 -4.455
15 H -0.625 -3.619 4.651
16 Br 5.309 5.185 -7.128
17 C 1.702 3.791 -4.641
18 C -0.928 0.329 -3.391
19 C 3.660 3.253 -5.912
20 C 2.980 5.594 -5.599
21 H 2.339 2.914 0.819
22 C 0.146 0.214 -0.731
23 C -0.043 1.383 -2.892
24 H -3.594 0.894 -0.676
25 C 1.901 5.174 -4.866
26 C 1.524 -2.856 3.205
27 H -0.144 -5.237 4.144
28 H 4.740 -2.740 2.970
29 H 1.608 3.166 -1.537
30 H 1.852 -4.769 -1.141
31 H 1.731 -3.054 -1.498
32 C -3.947 0.284 1.322
33 Pt 0.266 -1.803 1.795
34 H -4.209 -0.752 -0.504
35 H 1.538 -2.558 4.248
36 N 0.211 2.361 -3.658
37 S -0.826 -0.697 3.486
38 H -1.503 -4.441 3.347
39 C -5.327 1.095 4.759
40 C 3.858 4.637 -6.121
41 C 0.444 -4.159 1.433
42 H -6.346 1.287 4.435
43 C 0.500 1.308 -1.518
44 H 2.413 1.769 -5.039
45 C 0.443 -3.726 2.787
46 C 2.509 -2.867 1.067
47 C 1.284 -3.862 -0.920
48 C -0.770 -0.860 -1.258
49 H 3.262 -2.565 0.347
50 C -4.863 0.690 2.292
51 N -3.223 0.248 3.876
52 H -0.338 -4.816 1.074
53 H 4.352 2.547 -6.350
54 C 3.932 -2.006 2.975
55 C -1.261 -0.717 -2.635
56 C -4.479 0.678 3.611
57 C -0.522 -4.276 3.789
58 C 2.686 -2.609 2.404
59 N 0.612 3.484 -3.904
60 H -4.929 2.009 5.205
61 C 1.722 2.164 0.346
62 H 1.620 0.906 2.096
63 C 1.327 1.041 1.063
64 H -5.859 1.007 2.023
65 H -1.297 0.438 -4.403
66 C -4.299 0.268 -0.126
67 H 3.152 6.645 -5.784
68 N 0.567 0.087 0.531

As for the energy relative to the best compared isomer or geometry (same formula, charge and spin): 0.626 eV. Its spin multiplicity is 1. The calculation puts the highest occupied orbital energy (alpha / beta) at -0.57699 / -0.57699 Eh. Its orbital gap (alpha / beta) is 6.02 / 6.02 eV. Its calculated total energy is -4600.18987 Eh. Its charge is +3.

(2)
The following is a quantum chemistry calculation of Cl3N3S3 as an isolated structure at a distorted geometry, from OMol25.

Positions of all 9 atoms, in Å:
1 N -1.461 0.263 1.527
2 S -0.088 -0.580 -1.059
3 S -2.394 0.259 0.218
4 S -0.025 -0.414 1.714
5 Cl 1.743 1.835 0.260
6 N -1.696 -0.395 -1.099
7 N 0.325 -1.228 0.407
8 Cl 3.558 2.737 0.016
9 Cl 0.036 -2.477 -1.985

As for the energy relative to the best compared isomer or geometry (same formula, charge and spin): 0.523 eV. Its spin multiplicity is 1. The calculation puts the highest occupied orbital energy at -0.31033 Eh. Its orbital gap is 6.61 eV. Its calculated total energy is -2739.24887 Eh. Its charge is 0.

Question: Which value of spin multiplicity does entry 2 give?
Answer: 1